Computed, not measured: a cluster of 2 separate species, C2H4NO2S in total at a distorted geometry, with wB97M-V/def2-TZVPD.

Positions of all 10 atoms, in Å:
C: -1.7092 0.3379 0.4442
C: -1.3979 0.5046 -0.8452
N: -2.4112 -0.6822 0.9156
O: 4.0843 0.1333 0.6938
O: 4.0444 -1.0712 -1.4259
S: 3.3581 -0.6854 -0.2334
H: -1.2387 1.0953 1.2954
H: -0.9573 1.4054 -1.2355
H: -1.3463 -0.2557 -1.6340
H: -2.4264 -0.7820 2.0249

Computed properties:
- Gap between HOMO and LUMO (spin up / spin down): 3.19 / 3.23 eV
- Maximum force: 4.25 eV/Å
- Net charge: -1
- Highest occupied orbital energy (spin up / spin down): -1.616 / -1.639 eV